# 1
C8H16Cl16 as an isolated structure, computed with the ωB97M-V functional and the def2-TZVPD basis.

Its gap between HOMO and LUMO is 10.77 eV. For the LUMO energy, the calculation gives 0.11 eV. The calculation puts the largest force on an atom at 2.34 eV/A. As for the energy above the lowest of the compared OMol25 structures with the same formula, charge and spin: 1.944 eV. The electronic energy is -208912.87197 eV.

Geometry (Å):
C  -22.890  -30.876  -5.750
Cl  -22.195  -32.550  -5.944
Cl  -23.662  -30.744  -4.126
H  -22.063  -30.189  -5.575
H  -23.524  -30.485  -6.546
C  -24.166  -32.022  4.990
Cl  -22.438  -32.271  5.402
Cl  -24.672  -32.735  3.523
H  -24.765  -32.561  5.723
H  -24.334  -30.950  5.095
C  -33.551  -34.352  -6.021
Cl  -32.854  -33.433  -4.581
Cl  -33.898  -33.259  -7.350
H  -32.924  -35.203  -6.285
H  -34.513  -34.662  -5.612
C  -27.022  -36.668  -9.387
Cl  -27.610  -35.291  -8.374
Cl  -28.414  -37.625  -9.531
H  -26.698  -36.337  -10.374
H  -26.250  -37.134  -8.775
C  -26.969  -36.624  -2.032
Cl  -25.544  -37.613  -2.541
Cl  -28.510  -37.386  -2.518
H  -27.130  -36.495  -0.961
H  -26.898  -35.625  -2.462
C  -28.063  -39.305  7.069
Cl  -27.621  -37.980  8.190
Cl  -27.958  -38.959  5.302
H  -27.431  -40.184  7.200
H  -29.083  -39.570  7.344
C  -32.418  -34.953  2.733
Cl  -31.946  -33.974  4.181
Cl  -33.874  -34.299  2.038
H  -31.655  -34.946  1.954
H  -32.645  -35.997  2.951
C  -24.351  -44.705  -1.118
Cl  -24.229  -46.026  -2.265
Cl  -26.066  -44.345  -0.775
H  -23.853  -45.069  -0.219
H  -23.889  -43.818  -1.550

=====

# 2
C8H16Cl2GaO as an isolated structure, computed with the ωB97M-V functional and the def2-TZVPD basis.

Its gap between HOMO and LUMO is 6.17 eV. For the LUMO energy, the calculation gives 3.28 eV. The calculation puts the largest force on an atom at 2.57 eV/A. As for the energy above the lowest of the compared OMol25 structures with the same formula, charge and spin: 0.688 eV. The electronic energy is -88025.58876 eV. Its charge is -1.

Geometry (Å):
Ga  2.858  -0.097  0.025
Cl  1.496  -1.799  0.066
Cl  2.532  1.652  1.319
C  4.613  -0.637  0.146
H  5.387  0.103  0.395
H  4.919  -1.680  0.021
C  -0.993  1.141  0.010
C  -0.016  1.006  -0.828
H  -0.875  1.738  0.915
C  -0.110  0.242  -2.120
H  0.917  1.562  -0.695
C  -1.556  -0.159  -2.464
H  0.329  0.826  -2.948
H  0.491  -0.682  -2.040
C  -2.326  -0.591  -1.215
H  -2.063  0.708  -2.905
H  -1.566  -0.960  -3.212
C  -2.359  0.564  -0.202
H  -3.347  -0.876  -1.486
H  -1.826  -1.465  -0.772
H  -3.016  1.355  -0.608
H  -2.801  0.246  0.752
C  -0.271  -0.688  3.051
O  -0.194  0.719  2.857
H  0.361  -1.266  2.350
H  -1.320  -0.976  2.891
H  0.011  -0.926  4.089
H  0.723  0.939  2.608

=====

# 3
A 2-piece molecular cluster, C8H16Cl4FNO2PS overall, computed with the ωB97M-V functional and the def2-TZVPD basis.

Its gap between HOMO and LUMO is 6.25 eV. For the LUMO energy, the calculation gives 2.14 eV. The calculation puts the largest force on an atom at 5.52 eV/A. The electronic energy is -87067.68259 eV. Its charge is -1.

Geometry (Å):
C  3.774  -1.953  1.119
C  3.223  -0.869  -0.004
N  2.548  -1.387  -1.089
C  3.500  0.771  0.115
C  2.142  1.649  0.380
C  1.706  1.543  1.991
O  0.273  1.981  1.971
P  -0.488  1.016  0.689
S  -1.142  2.699  -0.512
C  -1.239  -0.372  -0.438
C  -2.775  -0.790  0.051
F  -0.417  -1.618  -0.230
O  0.945  1.124  -0.351
H  4.929  -1.691  1.267
H  3.655  -3.050  0.672
H  3.204  -1.918  2.141
H  2.447  -2.423  -1.031
H  3.911  1.095  -0.953
H  4.309  0.938  0.959
H  2.226  2.779  0.010
H  2.463  2.189  2.621
H  1.909  0.445  2.350
H  -0.037  -0.101  1.488
H  -1.729  1.247  1.385
H  -0.143  3.690  -0.246
H  -1.192  0.025  -1.538
H  -3.205  -1.548  -0.738
H  -3.427  0.184  0.116
H  -2.732  -1.328  1.092
C  -5.727  -0.866  -2.657
Cl  -4.270  0.138  -2.866
Cl  -6.811  -0.638  -4.053
Cl  -5.256  -2.580  -2.545
Cl  -6.572  -0.383  -1.164